(1)
Formula: C10H30ClIOP3Rh
Source: the Open Molecules 2025 dataset
Level of theory: ωB97M-V/def2-TZVPD

The molecular weight is 524.53 g/mol. The calculation puts the energy relative to the best compared isomer or geometry (same formula, charge and spin) at 2.8 kcal/mol. Its net charge is +2. As for the spin multiplicity: 5. As for the expectation value of S²: 6.0345. The value obtained for the LUMO energy (spin up / spin down) is -7.5 / -10.7 eV.

Last column: Mulliken spin population.
Atoms and positions in Å:
C 0.706 0.012 -0.299  -0.05
I -1.390 0.007 0.476  0.78
H 1.496 -0.392 -1.053  0.03
H 1.213 -0.062 0.638  0.01
H 0.668 1.076 -0.662  0.03
Rh 0.246 -1.987 -1.650  2.02
P 0.645 -3.040 0.293  0.18
C 0.787 -2.399 1.991  0.02
C -0.592 -4.336 0.433  0.00
H -0.184 -5.108 1.102  0.01
H 2.354 -4.560 0.863  0.01
H -0.808 -4.728 -0.574  -0.01
H 2.163 -4.423 -0.948  0.00
H -0.186 -2.537 2.474  0.01
H -1.471 -3.847 0.880  0.00
C 2.229 -3.885 0.006  0.03
H 1.546 -3.023 2.487  0.00
H 3.014 -3.119 -0.028  0.01
H 1.082 -1.342 2.097  0.00
P -0.716 -0.394 -2.958  0.19
C -1.119 1.370 -2.659  0.02
C 0.287 -0.256 -4.471  0.03
H -2.216 -2.083 -3.755  0.00
H -2.617 -0.466 -4.461  0.01
H -3.040 -0.825 -2.748  0.00
C -2.310 -1.006 -3.550  0.00
H 0.485 -1.271 -4.826  0.00
H -0.261 0.330 -5.220  0.01
H -1.079 1.960 -3.586  0.00
H -0.463 1.865 -1.952  0.00
H 1.224 0.244 -4.209  0.01
H -2.134 1.440 -2.257  0.01
Cl 0.142 -3.701 -3.178  0.34
C 0.425 4.847 1.862  0.00
P 0.121 3.261 2.604  0.02
C 1.175 3.048 4.086  0.01
C -1.629 3.172 3.155  0.01
O 0.551 2.168 1.634  0.28
H 1.494 4.881 1.612  0.00
H 0.187 5.658 2.553  0.00
H -0.181 4.949 0.950  0.00
H 0.883 3.780 4.854  0.00
H 1.064 2.009 4.461  0.00
H 2.210 3.239 3.733  0.00
H -2.300 3.362 2.289  0.00
H -1.867 2.179 3.592  0.00
H -1.834 3.934 3.916  0.00



(2)
Formula: C5H6OS
Source: the Open Molecules 2025 dataset
Level of theory: ωB97M-V/def2-TZVPD

The molecular weight is 114.17 g/mol. The calculation puts the energy relative to the best compared isomer or geometry (same formula, charge and spin) at 38.6 kcal/mol. As for the spin multiplicity: 1. The value obtained for the LUMO energy is -1.2 eV.

Last column: Mulliken charge in e.
Atoms and positions in Å:
C -2.013 -0.004 0.393  -1.06
C -1.017 -0.888 -0.269  -0.05
C 0.288 -0.683 -0.352  -0.61
C 0.939 0.585 -0.237  0.89
C 2.475 0.740 -0.149  -0.24
H -2.623 0.600 -0.306  0.26
H -1.624 0.678 1.168  0.32
H -2.685 -0.710 0.851  0.36
H -1.392 -1.884 -0.595  0.34
H 1.019 -1.502 -0.504  0.25
H 2.714 1.833 -0.008  0.31
O 0.420 1.699 -0.156  -0.55
S 3.499 -0.464 0.165  -0.22



(3)
Formula: C34H74N5O12PS2
Source: the Open Molecules 2025 dataset
Level of theory: ωB97M-V/def2-TZVPD

The molecular weight is 840.10 g/mol. As for the spin multiplicity: 1. The value obtained for the LUMO energy is -1.1 eV.

Last column: Mulliken charge in e.
Atoms and positions in Å:
C 1.346 -0.486 4.687  -1.60
C 1.784 0.327 3.458  0.75
P 2.769 -0.539 2.158  0.67
C 3.264 -2.128 2.931  -1.47
C 1.643 -1.048 0.844  0.06
C 0.604 -0.440 0.240  0.38
S -0.060 1.153 0.569  0.22
C -1.431 0.726 1.654  -0.90
C -2.730 0.340 0.992  0.28
O -3.021 0.498 -0.152  -0.57
O -3.590 -0.190 1.915  -0.30
C -4.886 0.436 1.946  -0.72
C -5.719 -0.304 2.993  0.71
C -5.952 0.473 4.282  -1.52
O -7.014 -0.611 2.462  -0.35
C -7.175 -1.514 1.454  0.29
O -8.046 -1.341 0.656  -0.53
C -6.277 -2.740 1.426  -0.26
S -7.345 -4.210 1.468  -0.19
C 0.155 -1.281 -0.906  0.23
O -0.779 -1.169 -1.622  -0.51
O 1.044 -2.341 -1.018  -0.33
C 1.906 -2.306 0.048  -0.12
O 2.693 -3.174 0.234  -0.52
H 2.093 -0.447 5.479  0.40
H 0.433 -0.055 5.101  0.41
H 1.126 -1.528 4.457  0.33
H 0.922 0.804 2.997  -0.34
H 2.432 1.150 3.769  0.10
H 3.739 -1.887 3.883  0.43
H 2.418 -2.787 3.125  0.39
H 3.964 -2.642 2.280  0.44
H -1.646 1.643 2.213  0.66
H -1.141 -0.026 2.389  0.75
H -5.350 0.373 0.960  0.33
H -4.762 1.494 2.199  0.44
H -5.162 -1.211 3.236  0.04
H -5.176 1.223 4.431  0.38
H -5.949 -0.195 5.142  0.34
H -6.927 0.959 4.239  0.37
H -5.572 -2.777 2.250  0.32
H -5.714 -2.707 0.493  0.33
H -6.378 -5.107 1.226  0.06
C 6.724 3.780 1.634  -1.36
C 6.255 3.831 3.086  0.21
C 5.146 2.828 3.428  -0.59
O 3.861 3.158 2.939  -0.44
C 3.661 2.881 1.561  -0.59
N 5.896 5.209 3.425  -0.74
H 6.034 4.299 0.970  0.23
H 7.693 4.271 1.543  0.40
H 6.825 2.751 1.283  0.32
H 7.108 3.554 3.715  0.45
H 5.040 2.800 4.516  0.39
H 5.428 1.818 3.094  0.30
H 4.181 1.970 1.258  0.23
H 3.982 3.707 0.926  0.25
H 2.589 2.736 1.413  0.31
H 5.722 5.285 4.422  0.28
H 5.007 5.425 2.982  0.32
C 4.255 2.856 -4.734  -1.65
C 5.119 2.183 -3.673  0.57
C 4.347 1.753 -2.423  -0.87
O 3.973 2.800 -1.549  -0.16
C 2.835 3.546 -1.937  -0.64
N 6.270 3.036 -3.372  -0.72
H 4.070 3.904 -4.497  0.36
H 4.765 2.840 -5.698  0.38
H 3.297 2.347 -4.853  0.37
H 5.511 1.255 -4.105  0.42
H 4.999 1.108 -1.827  0.37
H 3.462 1.163 -2.702  0.37
H 2.090 2.907 -2.424  0.34
H 3.090 4.370 -2.607  0.27
H 2.398 3.965 -1.030  0.09
H 6.923 2.538 -2.776  0.29
H 5.949 3.824 -2.815  0.34
C -1.101 6.074 0.596  -1.53
C -1.909 4.944 -0.034  0.46
C -3.264 5.365 -0.610  -0.80
O -4.264 5.630 0.355  -0.37
C -4.209 6.907 0.958  -0.68
N -2.041 3.850 0.935  -0.31
H -1.466 6.320 1.594  0.31
H -0.059 5.772 0.701  0.27
H -1.137 6.978 -0.015  0.39
H -1.331 4.556 -0.878  0.34
H -3.651 4.532 -1.201  0.35
H -3.150 6.225 -1.284  0.46
H -3.903 7.672 0.237  0.31
H -3.528 6.934 1.812  0.24
H -5.213 7.140 1.311  0.26
H -2.468 3.057 0.459  0.06
H -2.719 4.138 1.636  0.25
C 3.732 -2.467 -7.838  -1.44
C 4.429 -1.140 -7.557  0.23
C 3.821 -0.337 -6.402  -0.26
O 2.594 0.305 -6.682  -0.37
C 1.447 -0.522 -6.632  -0.70
N 4.511 -0.372 -8.800  -0.71
H 2.814 -2.322 -8.409  0.30
H 4.382 -3.108 -8.433  0.35
H 3.483 -2.993 -6.914  0.34
H 5.455 -1.367 -7.249  0.41
H 4.513 0.472 -6.158  0.02
H 3.720 -0.965 -5.505  0.39
H 1.527 -1.262 -5.829  0.33
H 1.271 -1.041 -7.577  0.22
H 0.593 0.123 -6.431  0.27
H 5.099 0.445 -8.663  0.28
H 3.588 -0.002 -9.009  0.30
C -5.011 -10.366 2.556  -1.40
C -5.887 -9.226 3.065  0.36
C -6.543 -8.388 1.964  -0.73
O -5.675 -7.499 1.285  -0.20
C -4.856 -8.077 0.287  -0.76
N -5.116 -8.417 4.010  -0.72
H -4.033 -10.005 2.237  0.30
H -4.842 -11.087 3.354  0.35
H -5.477 -10.886 1.717  0.34
H -6.715 -9.674 3.625  0.38
H -7.294 -7.746 2.432  0.33
H -7.063 -9.029 1.239  0.39
H -5.385 -8.874 -0.245  0.34
H -3.927 -8.478 0.699  0.25
H -4.604 -7.289 -0.421  0.25
H -5.727 -7.746 4.467  0.27
H -4.452 -7.857 3.485  0.30



(4)
Formula: C3H4N4O
Source: the Open Molecules 2025 dataset
Level of theory: ωB97M-V/def2-TZVPD

The molecular weight is 112.09 g/mol. The calculation puts the energy relative to the best compared isomer or geometry (same formula, charge and spin) at 133.4 kcal/mol. As for the spin multiplicity: 1. The value obtained for the LUMO energy is -0.1 eV.

Last column: Mulliken charge in e.
Atoms and positions in Å:
C -0.509 -0.413 0.159  0.52
C -0.081 1.010 0.417  -0.20
C 1.804 -0.985 -0.047  0.17
H -3.792 -0.391 -0.210  0.28
H -2.665 1.138 -0.672  0.24
H -0.823 1.770 0.605  0.50
H 2.751 -1.718 -0.052  0.32
N -2.842 0.252 -0.117  -0.48
N -1.724 -0.705 -0.152  -0.39
N 1.163 1.469 0.003  -0.24
N 0.565 -1.279 0.256  -0.48
O 2.139 0.421 -0.347  -0.24



Number 1: energy -64384.580 eV. Number 2: energy -18162.965 eV. Number 3: energy -99434.896 eV. Number 4: energy -11178.184 eV.